1.
The ion C24H48BrClFN4O4 with charge +1. Source: the Open Molecules 2025 dataset; level of theory: the ωB97M-V functional and the def2-TZVPD basis.

Each line ends with the Löwdin charge.
CARTESIAN COORDINATES (ANGSTROEM)
Br 2.0859 -1.5895 -1.3298  0.965
Cl 1.4538 -0.8500 4.2237  0.776
F -3.1722 -3.6692 1.1155  -0.031
O -4.4090 3.4546 1.8438  -0.052
O 1.2537 -5.6683 1.6541  0.096
O -4.3673 -0.3466 -3.2882  -0.173
O 1.5981 -3.6274 1.1329  -0.126
N 5.1941 1.8264 -3.9462  0.000
N 1.5478 -4.6465 2.1245  -0.010
N -0.1293 -1.7793 0.5604  -0.062
N 0.1350 0.7944 0.5005  -0.022
C -4.5143 1.0505 -3.4601  -0.094
C -1.5483 -1.9877 0.8400  -0.145
C 1.1684 0.1867 1.4607  -0.174
C -1.1332 -0.6929 3.4735  -0.279
C -3.1804 -0.7621 -2.6658  -0.255
C -0.5532 -2.1157 -1.9098  -0.207
C 3.1590 1.3914 0.0475  -0.237
C 4.6211 1.0496 -0.2310  -0.217
C 4.7460 1.0742 -2.7787  -0.302
C 0.1716 -1.3202 -0.7937  -0.614
C -2.2008 2.6986 1.3331  -0.152
C -0.6799 -1.3998 -3.2641  -0.173
C -0.0427 0.1943 -0.8630  -0.104
C -1.8600 -3.3522 1.4474  -0.147
C 5.1730 1.7442 -1.4728  -0.205
C -1.3580 -0.5000 4.9758  -0.110
C 2.6330 0.6754 1.3082  -0.128
C -1.2005 2.8996 0.1842  -0.150
C 0.7920 -1.3540 1.6491  -0.313
C -3.6774 2.6649 0.9250  -0.256
C 1.9802 -2.3921 1.7223  -0.210
C 0.1515 -1.4435 3.1043  -0.522
C -1.9748 -0.6178 -3.5970  -0.155
C 0.1679 2.3022 0.4712  -0.099
H -2.1065 -1.9616 -0.0889  0.101
H -3.0406 -0.1949 -1.7272  0.106
H -5.1683 3.8608 1.4110  0.097
H 4.8460 2.7891 -1.5003  0.114
H 4.7264 -0.0374 -0.3341  0.103
H 5.1410 0.0505 -2.7917  0.113
H 0.5973 0.7046 -1.5760  0.117
H -1.9549 1.7829 1.8862  0.082
H 2.2180 -2.5957 2.7616  0.073
H 5.2127 1.3313 0.6458  0.122
H -1.8077 -3.3757 2.5401  0.117
H -1.0812 0.3868 -1.1360  0.118
H -1.1606 0.2879 2.9836  0.086
H -0.7373 0.2952 5.3830  0.061
H 0.9134 2.5966 -0.2602  0.122
H -1.5168 -2.4917 -1.5807  0.091
H 3.2907 -0.1670 1.5130  0.097
H -3.3447 -1.8069 -2.3907  0.128
H 0.5197 2.6073 1.4594  0.150
H -0.5605 -2.1677 -4.0285  0.120
H 0.0457 -3.0121 -2.0585  0.097
H 0.8362 0.6542 2.3848  0.090
H -5.4199 1.3874 -2.9507  0.090
H 0.0261 -2.5006 3.3490  0.107
H 2.8809 -2.0402 1.2414  0.073
H 3.1011 2.4743 0.2000  0.116
H -2.0940 3.5113 2.0541  0.130
H -1.6041 2.5049 -0.7544  0.107
H -3.7978 3.0259 -0.1011  0.117
H 2.7900 1.3441 2.1578  0.123
H -4.0531 1.6346 0.9580  0.117
H 2.5616 1.1675 -0.8345  0.049
H 3.6543 0.9723 -2.8060  0.089
H -1.1871 -4.1051 1.0332  0.123
H -2.3410 -0.9542 -4.5692  0.125
H -4.5914 1.2930 -4.5218  0.095
H -1.9839 -1.2595 3.0998  0.089
H 6.2645 1.7648 -1.4365  0.115
H -1.7446 0.4455 -3.7224  0.106
H 0.1931 -0.7535 -3.3969  0.091
H 4.4523 2.0088 -4.6044  0.061
H -2.4025 -0.2476 5.1589  0.085
H -0.7402 0.5682 0.9800  0.125
H -3.6558 1.5939 -3.0486  0.073
H -1.9822 -1.1795 1.4325  0.097
H 5.9437 1.3681 -4.4424  0.067
H -1.1335 -1.4170 5.5232  0.083
H -1.0350 3.9642 0.0076  0.135

The calculation puts the total energy at -125088.3762 eV. Its structure (SMILES) is CC[C@H](Cl)[C@]1(CON=O)[C@@H](CCCCCN)[N@@H+](CCCCO)C[C@](Br)(CCCCOC)N1CCF. The total charge is +1. As for the LUMO energy: -2.28 eV.

2.
A structure of composition C18H14Cl5N6O3PdS2. Source: the Open Molecules 2025 dataset; level of theory: the ωB97M-V functional and the def2-TZVPD basis.

Each line ends with the Löwdin charge.
CARTESIAN COORDINATES (ANGSTROEM)
Pd -0.1573 -0.3233 -0.8156  0.956
Cl 3.4158 -1.0802 -1.8408  0.736
Cl 0.8445 -2.9076 3.5536  0.769
Cl -0.7280 -1.0618 1.4094  0.840
Cl 3.7679 -3.8436 2.7821  0.751
Cl 5.0076 -2.9156 0.0889  0.742
S -1.4306 3.8300 -0.5795  1.104
S 0.7271 1.6534 -0.0085  0.712
O -0.9312 -2.1312 -1.3936  -0.189
O -2.0630 -1.0933 -2.9520  -0.019
O -2.1986 -3.2401 -2.7224  0.108
N 0.5017 0.0434 -2.6353  -0.205
N 0.9871 -0.3116 -4.5969  -0.054
N -1.7830 -2.1577 -2.4099  -0.531
N 0.7758 -0.9124 -3.4487  0.123
N -1.6566 1.2893 -0.9168  -0.088
N 0.5249 1.2517 -3.1782  0.120
C 1.5696 -2.4838 2.0710  -0.695
C 0.8883 -1.7145 1.1566  -0.637
C -4.0547 3.9281 -1.6109  -0.075
C 0.8261 1.0126 -4.4303  -0.059
C 3.4096 -2.4591 0.4884  -0.681
C -3.9522 1.1132 -1.8717  -0.008
C -0.2523 -3.0539 -5.6598  -0.055
C 2.6758 -1.6635 -0.4074  -0.670
C -2.9199 3.2119 -1.2460  -0.447
C 2.8618 -2.8753 1.7078  -0.683
C 1.3021 -1.0539 -5.8289  -0.075
C -5.0751 1.8257 -2.2397  -0.056
C 0.0914 -1.7786 -6.4206  -0.400
C -5.1272 3.2179 -2.1121  -0.066
C -2.8623 1.8204 -1.3716  -0.288
C 1.3861 -1.3306 -0.0583  -0.331
C -1.1112 -0.8479 -6.5431  -0.059
C -0.8429 2.2223 -0.4971  -1.070
H -3.9009 0.0407 -1.9777  0.102
H -1.9061 -1.3375 -7.1036  0.091
H -0.8611 0.0783 -7.0666  0.083
H -0.5849 -2.8408 -4.6445  0.047
H -5.9328 1.2975 -2.6332  0.113
H 0.9378 1.7481 -5.2076  0.151
H 1.6781 -0.2985 -6.5182  0.135
H 0.6027 -3.7294 -5.6064  0.088
H -1.5202 -0.6015 -5.5593  0.068
H 0.4220 -2.0580 -7.4257  0.142
H -6.0230 3.7471 -2.4068  0.113
H 2.1113 -1.7412 -5.5871  0.137
H -1.0655 -3.5786 -6.1600  0.093
H -4.0969 5.0034 -1.5046  0.116

The calculation puts the total energy at -121726.9454 eV. The total charge is +1. As for the LUMO energy: -5.63 eV.